Formula: C29H52N5NiP2Si
Source: OMol25
Level of theory: the ωB97M-V functional and the def2-TZVPD basis

Last column: Löwdin spin population.
Geometry (Å):
Ni1 -0.10 -0.12 0.23  1.580
C1 1.74 -0.63 2.73  0.004
C2 0.47 -1.39 3.13  0.004
N1 -0.42 -1.60 1.98  0.054
C3 -1.84 -1.46 2.28  0.005
C4 -2.19 0.02 2.55  0.002
N2 -1.24 0.94 1.88  0.041
C5 -0.35 1.68 2.79  0.004
C6 1.08 1.74 2.27  0.001
N3 1.50 0.43 1.73  0.041
H1 2.42 -1.35 2.26  0.000
H2 2.23 -0.24 3.62  0.001
H3 -0.08 -0.83 3.89  0.000
H4 0.75 -2.33 3.60  0.001
H5 -0.27 -2.51 1.57  0.000
H6 -2.14 -2.06 3.14  0.001
H7 -2.39 -1.82 1.41  0.001
H8 -2.21 0.23 3.62  0.000
H9 -3.20 0.21 2.19  0.000
H10 -1.77 1.60 1.34  0.000
H11 -0.35 1.19 3.76  0.000
H12 -0.71 2.69 2.96  0.001
H13 1.74 2.09 3.06  0.000
H14 1.15 2.45 1.44  0.000
H15 2.37 0.58 1.23  0.001
C7 2.88 0.79 -1.85  0.020
P1 1.62 -0.47 -1.39  0.056
C8 0.66 -0.40 -2.97  0.002
N4 1.10 -1.00 -4.04  0.001
C9 0.38 -0.88 -5.18  0.000
C10 0.79 -1.56 -6.35  0.000
C11 0.06 -1.44 -7.49  0.000
C12 -1.10 -0.63 -7.53  0.000
C13 -1.51 0.05 -6.42  0.000
C14 -0.78 -0.07 -5.22  0.000
N5 -1.18 0.60 -4.11  0.001
C15 -0.52 0.42 -3.00  0.001
P2 -1.03 1.35 -1.48  0.054
C16 -0.36 3.00 -1.94  0.014
C17 -2.89 1.70 -1.50  0.012
C18 -3.63 0.50 -0.92  0.001
C19 -3.50 2.04 -2.86  0.004
C20 -3.09 2.94 -0.60  0.001
C21 2.67 -2.04 -1.26  0.006
C22 1.84 -3.11 -0.54  0.000
C23 3.87 -1.66 -0.38  0.001
C24 3.20 -2.62 -2.57  0.003
H16 3.48 0.43 -2.68  0.004
H17 3.53 1.03 -1.01  0.000
H18 2.37 1.71 -2.16  0.000
H19 1.68 -2.17 -6.30  0.000
H20 0.37 -1.96 -8.39  0.000
H21 -1.66 -0.55 -8.45  0.000
H22 -2.40 0.67 -6.43  0.000
H23 -0.71 3.30 -2.93  0.003
H24 0.73 2.97 -1.96  0.000
H25 -0.66 3.75 -1.21  0.000
H26 -3.53 -0.38 -1.57  0.000
H27 -4.69 0.74 -0.83  0.000
H28 -3.25 0.21 0.06  0.000
H29 -3.53 1.18 -3.52  0.000
H30 -2.97 2.85 -3.37  0.000
H31 -4.53 2.38 -2.68  0.001
H32 -2.42 3.00 0.26  0.001
H33 -4.11 2.94 -0.22  0.000
H34 -2.96 3.87 -1.17  0.000
H35 1.49 -2.75 0.43  0.000
H36 2.47 -3.99 -0.37  0.000
H37 0.97 -3.40 -1.12  0.000
H38 3.57 -1.18 0.56  0.000
H39 4.57 -1.00 -0.89  0.000
H40 4.41 -2.57 -0.12  0.000
H41 2.40 -3.06 -3.16  0.000
H42 3.93 -3.39 -2.32  0.001
H43 3.70 -1.87 -3.19  0.000
C25 -2.69 -3.13 -4.15  0.000
Si1 -2.31 -3.80 -2.44  -0.003
C26 -3.89 -4.33 -1.60  -0.001
C27 -1.08 -5.20 -2.57  0.000
C28 -1.55 -2.45 -1.44  0.000
C29 -1.07 -1.54 -0.78  0.072
H44 -3.32 -3.83 -4.70  0.000
H45 -1.77 -2.97 -4.72  0.000
H46 -3.23 -2.18 -4.08  0.000
H47 -4.37 -5.14 -2.16  0.000
H48 -4.59 -3.50 -1.54  0.000
H49 -3.70 -4.69 -0.58  0.000
H50 -1.49 -6.03 -3.15  0.000
H51 -0.81 -5.58 -1.58  0.000
H52 -0.17 -4.86 -3.07  0.000

Results
LUMO level (alpha / beta): -0.0954 / -0.0958 Ha
Net charge: +1
DFT total energy: -3890.34323 Eh
Frontier orbital gap (alpha / beta): 0.2936 / 0.3069 Eh
Multiplicity: 3

Formula: C29H53BHfO2P2
Source: OMol25
Level of theory: the ωB97M-V functional and the def2-TZVPD basis

Last column: Mulliken charge in e.
Geometry (Å):
Hf1 0.41 -0.67 -0.12  0.159
C1 -0.87 -2.66 1.58  0.517
C2 0.42 -2.84 0.95  1.395
C3 0.63 -1.37 2.74  0.588
C4 -0.73 -1.73 2.64  0.779
C5 1.37 -2.03 1.71  0.861
C6 -2.05 -3.55 1.48  -2.088
H1 -2.02 -4.20 0.61  0.745
H2 -2.97 -2.96 1.43  0.456
H3 -2.15 -4.22 2.35  0.342
C7 -1.76 -1.37 3.62  -1.722
H4 -2.75 -1.71 3.30  0.417
H5 -1.82 -0.29 3.76  0.048
H6 -1.56 -1.82 4.60  0.330
C8 1.21 -0.67 3.91  -1.537
H7 0.99 -1.21 4.85  0.342
H8 0.78 0.32 3.98  -0.060
H9 2.30 -0.56 3.84  0.382
C9 2.86 -2.26 1.76  -1.574
H10 3.10 -3.02 2.54  0.362
H11 3.38 -1.33 2.04  0.461
H12 3.26 -2.61 0.80  0.336
C10 0.84 -4.07 0.18  -1.686
H13 1.20 -4.84 0.89  0.386
H14 1.66 -3.85 -0.53  0.210
H15 0.00 -4.49 -0.39  0.437
C11 -1.37 0.64 -2.95  0.569
C12 -1.99 -0.68 -3.35  -0.663
C13 -1.23 -1.53 -4.33  -1.259
C14 0.31 -1.56 -4.33  -1.567
C15 1.04 -1.28 -3.04  -0.413
C16 1.82 -0.02 -2.83  -0.319
C17 1.20 1.21 -3.54  -0.831
C18 -0.32 1.29 -3.86  -1.627
H16 -1.56 -1.23 -5.33  0.460
H17 0.68 -0.99 -5.18  0.471
H18 -1.62 -2.53 -4.26  0.608
H19 -0.48 0.97 -4.91  0.301
H20 -2.16 1.41 -2.88  0.505
H21 -3.04 -0.66 -3.60  0.507
H22 -0.51 2.40 -3.90  0.422
H23 1.52 2.17 -3.10  0.332
H24 2.88 -0.04 -3.18  0.644
H25 1.73 1.23 -4.53  0.339
H26 0.56 -2.59 -4.60  0.376
H27 1.50 -2.18 -2.60  0.472
P1 -2.53 -0.94 -1.48  1.051
C19 -4.09 0.03 -1.49  -1.237
C20 -2.31 -2.71 -1.70  0.055
P2 2.57 0.15 -1.10  1.388
C21 -0.96 0.13 -1.62  0.233
C22 4.01 -1.01 -1.20  -1.470
C23 3.12 1.88 -1.13  -1.215
H28 -3.93 1.05 -1.13  0.387
H29 -4.88 -0.46 -0.91  0.448
H30 -4.42 0.07 -2.53  0.510
H31 -1.52 -2.85 -2.46  0.025
H32 -3.27 -3.12 -2.06  0.628
H33 -1.96 -3.24 -0.81  -0.974
H34 3.02 2.27 -2.14  0.480
H35 4.15 2.04 -0.83  0.522
H36 2.47 2.47 -0.49  0.059
H37 -0.60 0.92 -0.99  0.904
H38 -0.19 -0.76 -1.95  -1.125
H39 4.49 -1.21 -0.23  0.483
H40 4.82 -0.68 -1.88  0.481
H41 3.68 -1.99 -1.57  0.356
C24 -1.81 4.00 1.38  -2.021
C25 -0.37 3.56 1.60  1.441
C26 0.53 4.77 1.48  -1.911
O1 0.02 2.62 0.60  -0.084
B1 -0.04 1.29 1.10  0.416
O2 -0.42 1.40 2.45  -0.277
C27 -0.21 2.72 2.92  1.292
C28 1.18 2.84 3.54  -1.900
C29 -1.20 3.04 4.01  -1.987
H42 -2.53 3.20 1.58  0.307
H43 -1.94 4.36 0.36  0.455
H44 -2.05 4.83 2.05  0.412
H45 0.41 5.21 0.48  0.423
H46 0.24 5.53 2.21  0.420
H47 1.58 4.51 1.63  0.392
H48 1.38 3.89 3.84  0.469
H49 1.23 2.25 4.46  0.562
H50 1.98 2.52 2.87  0.166
H51 -2.24 2.94 3.69  0.366
H52 -1.05 2.40 4.88  0.469
H53 -1.05 4.09 4.34  0.388

Results
LUMO level: -0.2528 Ha
Net charge: +2
DFT total energy: -2042.14469 Eh
Frontier orbital gap: 0.2073 Eh

Formula: C29H53N2O2P2W
Source: OMol25
Level of theory: the ωB97M-V functional and the def2-TZVPD basis

Last column: Löwdin spin population.
Geometry (Å):
C1 2.37 -1.25 -1.84  0.023
C2 1.28 0.59 -2.85  0.021
C3 3.22 -1.36 -2.93  -0.008
C4 2.09 0.50 -3.97  -0.006
C5 3.08 -0.49 -4.02  0.027
H1 3.96 -2.15 -2.94  0.000
H2 1.93 1.19 -4.79  0.000
H3 3.71 -0.58 -4.90  0.001
N1 1.42 -0.29 -1.83  0.014
P1 0.62 -2.38 0.11  0.042
P2 -0.04 2.30 -0.88  0.035
C6 2.32 -2.16 -0.62  0.026
H4 2.64 -3.19 -0.87  0.003
H5 3.00 -1.80 0.17  0.001
C7 0.08 1.48 -2.65  0.008
H6 0.08 2.33 -3.34  0.005
C8 -1.68 3.30 -0.82  0.009
C9 1.46 3.46 -0.70  0.000
C10 -0.37 -3.52 -1.06  0.015
C11 0.85 -3.20 1.82  0.007
C12 -2.78 2.46 -0.13  0.002
H7 -2.68 2.49 0.96  0.000
H8 -3.77 2.89 -0.38  0.000
H9 -2.78 1.41 -0.44  0.001
C13 -1.51 4.60 -0.02  0.001
H10 -1.23 4.40 1.02  0.000
H11 -0.79 5.28 -0.48  0.000
H12 -2.49 5.12 0.00  0.001
C14 -2.15 3.65 -2.25  0.002
H13 -2.85 4.49 -2.18  0.001
H14 -1.35 3.96 -2.92  0.000
H15 -2.69 2.81 -2.70  0.000
C15 1.44 4.03 0.74  0.000
H16 0.86 3.42 1.45  0.000
H17 2.46 4.08 1.14  0.000
H18 1.04 5.05 0.76  0.000
C16 2.75 2.63 -0.89  0.002
H19 2.72 1.68 -0.34  0.001
H20 2.95 2.43 -1.95  0.000
H21 3.59 3.20 -0.47  0.000
C17 1.38 4.56 -1.79  -0.001
H22 0.62 4.41 -2.57  0.000
H23 1.23 5.56 -1.36  0.000
H24 2.35 4.60 -2.31  0.000
C18 -0.53 -3.41 2.47  0.001
H25 -0.39 -3.94 3.43  0.000
H26 -1.03 -2.46 2.70  0.001
H27 -1.21 -4.01 1.86  0.000
C19 1.69 -2.29 2.73  0.000
H28 2.63 -1.98 2.26  0.000
H29 1.16 -1.39 3.07  0.000
H30 1.95 -2.87 3.63  0.000
C20 1.60 -4.54 1.69  -0.001
H31 2.36 -4.54 0.89  0.000
H32 2.13 -4.74 2.62  0.000
H33 0.92 -5.38 1.53  0.000
C21 0.02 -3.19 -2.51  0.001
H34 1.06 -3.49 -2.74  0.000
H35 -0.65 -3.73 -3.20  0.000
H36 -0.08 -2.12 -2.72  0.001
C22 -1.87 -3.23 -0.83  0.003
H37 -2.30 -2.63 -1.65  -0.001
H38 -2.43 -4.18 -0.78  0.000
H39 -2.10 -2.68 0.09  0.003
C23 -0.07 -5.02 -0.85  0.003
H40 1.00 -5.25 -0.88  0.000
H41 -0.50 -5.41 0.08  0.000
H42 -0.54 -5.58 -1.67  0.001
W1 0.03 -0.09 -0.28  1.780
C24 1.20 0.52 1.15  0.132
O1 2.01 0.82 1.99  0.180
N2 -1.41 -0.14 -1.71  -0.324
C25 -1.20 0.57 -2.75  -0.012
C26 -2.07 0.42 -4.01  -0.018
C27 -1.67 1.43 -5.07  -0.001
C28 -1.80 -0.97 -4.57  0.003
C29 -3.56 0.57 -3.64  -0.003
H43 -1.81 2.45 -4.72  0.000
H44 -0.62 1.28 -5.37  0.000
H45 -2.30 1.28 -5.95  -0.001
H46 -2.12 -1.75 -3.87  -0.001
H47 -2.34 -1.11 -5.51  0.001
H48 -0.72 -1.10 -4.78  0.000
H49 -4.07 1.25 -4.33  0.000
H50 -4.06 -0.40 -3.71  -0.001
H51 -3.71 0.94 -2.62  0.000
O2 -1.83 0.35 2.29  0.016
H52 -1.14 -0.27 2.60  0.002
H53 -1.33 1.17 2.15  0.002

Results
LUMO level (alpha / beta): -0.4450 / -0.4338 Ha
Net charge: +3
DFT total energy: -2145.56047 Eh
Frontier orbital gap (alpha / beta): 0.2315 / 0.2503 Eh
Multiplicity: 3

- What is the net charge in the second record?
  +2

- Look up the net charge of the second one.
  +2

- What is the formula in the second record?
  C29H53BHfO2P2

- Among the records above, which one has the highest net charge?
  C29H53N2O2P2W